The following is a DFT calculation (ωB97M-V with the def2-TZVPD basis set) of 6 unconnected molecules or ions with the total composition C23H51F3N2O5PS2.

Geometry as XYZ:
```
87
Properties=species:S:1:pos:R:3:forces:R:3:mulliken_charge:R:1
S 0.5035 -3.6992 3.3687 0.156 0.952 0.095 0.042
S -0.1386 -2.0792 0.9806 0.028 -0.206 1.437 -0.049
P 4.4345 -1.3144 3.2499 -1.691 -0.662 -0.667 -0.087
F 6.1501 0.4367 2.1875 -0.403 -2.033 0.505 -0.196
F 6.0394 -1.4535 1.0642 -0.385 0.379 1.909 -0.178
F 7.1328 -1.3875 2.9988 -1.834 0.456 -0.798 -0.191
O -2.9016 -1.5675 -2.8333 -0.021 0.321 0.071 -0.455
O -0.3894 -3.9819 -2.3383 -0.367 -0.134 -0.145 -0.440
O 0.3929 0.1038 -2.5545 0.178 0.088 -0.221 -0.397
O -3.8596 2.3844 4.1206 -0.164 -0.176 0.158 -0.551
O 0.9573 4.3535 -2.7450 -0.150 -0.041 0.268 -0.470
N -0.3928 1.3566 3.7410 0.201 -1.485 -0.259 -0.433
N 0.2316 -0.8160 3.2682 -0.445 1.619 0.882 0.515
C 0.2160 -2.0841 2.6007 0.416 0.583 -1.096 -0.135
C 0.7105 1.1010 4.5962 -0.704 -4.669 -3.018 -0.991
C 3.6566 -2.9519 2.7321 1.272 -0.835 0.014 -0.233
C 0.5672 1.3982 -1.9762 -0.213 -0.409 0.532 0.985
C 0.5165 4.5468 -5.1056 -0.182 -0.208 -0.052 -1.249
C 1.0666 -0.2745 4.2575 1.055 2.236 2.015 -0.045
C -4.4930 3.1992 3.1359 0.644 0.081 -0.274 0.319
C -3.8960 4.5973 3.1737 -0.113 0.194 0.139 -1.222
C 1.8305 1.4082 -1.1287 0.303 0.126 -0.122 -1.266
C -0.6605 0.2678 2.9957 0.635 1.572 0.896 -0.320
C 0.3185 5.1672 -3.7315 0.590 0.200 -0.394 0.350
C -4.1888 -2.0609 -2.4641 0.400 -0.597 0.116 0.415
C 0.8879 6.5758 -3.6731 -0.121 0.165 0.193 -1.313
C 1.3707 -2.7377 -3.4052 -0.098 -0.122 -0.294 -1.116
C -0.6571 1.7514 -1.1479 -0.191 0.222 -0.077 -1.088
C 1.8653 -4.7571 -1.9985 -0.001 -0.349 0.014 -1.015
C 6.0310 -0.9310 2.3243 2.325 1.199 -1.232 0.831
C -4.5147 -3.2922 -3.2948 -0.149 -0.012 -0.196 -1.241
C 1.8704 -3.5981 4.5881 1.020 -0.245 0.791 -0.595
C -4.2050 -2.3764 -0.9758 -0.073 0.188 0.195 -1.092
C 0.8864 -4.1095 -2.9658 0.388 0.470 0.334 0.396
C -4.3228 2.5624 1.7648 -0.203 -0.190 -0.081 -0.916
C 3.3063 -3.9045 3.9474 -1.276 0.675 0.220 -0.693
H -0.5606 2.7454 -0.7055 0.004 -0.035 -0.019 0.440
H 4.6431 -1.2033 4.6497 0.185 -0.045 -0.543 0.197
H -5.1845 -2.7414 -0.6593 0.061 -0.013 0.030 0.420
H -1.5569 1.7294 -1.7662 0.083 0.012 -0.005 0.430
H 1.9326 -0.7802 4.7386 -1.113 0.048 -0.646 0.463
H 0.2992 -0.5320 -1.8351 -0.152 0.155 -0.036 0.123
H -3.2619 2.4644 1.5103 0.012 0.174 0.016 0.026
H -0.7463 5.1914 -3.4895 0.098 -0.138 0.167 0.267
H 1.4640 -2.0672 -2.5473 0.152 -0.112 0.004 0.174
H 2.3398 -2.8007 -3.9052 -0.022 0.038 0.041 0.469
H -3.7744 -4.0807 -3.1282 -0.032 0.038 0.128 0.283
H 1.4998 -5.7363 -1.6806 0.031 0.031 -0.070 0.342
H -4.9119 -1.2708 -2.6788 0.190 0.081 -0.045 0.313
H 1.5809 4.4711 -5.3488 -0.012 0.146 0.019 0.309
H -4.0154 5.0381 4.1657 -0.072 -0.032 -0.063 0.321
H -5.5542 3.2462 3.3899 0.091 -0.125 0.135 0.328
H 1.7646 0.6671 -0.3227 -0.153 0.032 0.060 0.053
H -3.9585 -1.4854 -0.3921 -0.089 0.016 -0.062 0.185
H 1.2101 1.7529 5.3422 -0.797 -0.407 -0.892 0.338
H -0.8064 1.0223 -0.3431 0.119 -0.012 0.018 0.055
H 1.8621 -2.6610 5.2049 -0.118 -0.899 -0.704 0.342
H 3.4942 -0.3018 2.8889 0.680 -0.171 0.206 0.241
H 2.0005 2.3922 -0.6853 -0.023 -0.039 0.013 0.457
H 0.7549 -4.7521 -3.8387 -0.203 0.006 0.111 0.311
H 0.7486 7.0048 -2.6783 -0.069 -0.020 -0.066 0.326
H 0.6709 2.1069 -2.7957 -0.038 -0.202 -0.004 -0.124
H 1.9765 -4.1498 -1.0930 0.007 0.126 -0.078 0.039
H -0.2775 -3.4124 -1.5693 0.062 -0.087 0.059 0.162
H 3.2513 -4.9591 3.5757 0.366 0.986 0.218 0.371
H 1.6995 -4.4405 5.3250 -0.116 0.933 -0.866 0.381
H 2.8062 -2.7680 2.0230 0.657 0.069 0.791 0.024
H -1.4768 0.2577 2.2289 1.043 -0.356 0.948 0.439
H 0.6544 -2.2784 -4.0888 0.068 -0.012 0.040 0.283
H 4.0599 -3.8121 4.7768 -0.529 -0.293 -0.892 0.348
H -5.5038 -3.6849 -3.0483 0.044 -0.018 -0.021 0.399
H 2.7009 1.1421 -1.7344 -0.049 0.055 -0.023 0.394
H 0.4061 7.2272 -4.4049 0.057 -0.014 0.024 0.382
H -4.8133 3.1549 0.9895 0.063 -0.045 -0.010 0.411
H 1.9648 6.5686 -3.8679 -0.051 -0.060 -0.127 0.352
H 4.4658 -3.4702 2.1292 -0.796 0.694 0.544 0.531
H -4.3740 5.2513 2.4410 0.052 -0.005 0.025 0.371
H -3.4540 -3.1348 -0.7306 -0.076 -0.098 -0.124 0.228
H -2.9185 2.3359 3.9051 -0.043 0.071 0.051 0.328
H 0.1127 3.5319 -5.1303 -0.055 0.081 -0.004 0.288
H -4.4892 -3.0531 -4.3599 -0.055 0.045 0.075 0.315
H -2.8217 4.5673 2.9665 -0.049 -0.072 -0.115 0.292
H 0.0235 5.1374 -5.8803 0.051 -0.037 0.011 0.415
H 1.9006 4.3251 -2.9489 -0.109 0.088 -0.040 0.325
H 2.8485 -4.8832 -2.4571 -0.029 0.017 0.035 0.404
H -2.2528 -2.2607 -2.6490 -0.088 -0.032 -0.185 0.261
H -4.7463 1.5551 1.7548 -0.066 0.083 0.015 0.295
```
Forces are in eV/Å.

Net charge ... +1
E_tot ... -76997.3122 eV

The following is a DFT calculation (ωB97M-V with the def2-TZVPD basis set) of a molecular structure, C23H51N5O9V2.

Geometry as XYZ:
```
90
Properties=species:S:1:pos:R:3:forces:R:3:mulliken_charge:R:1
V 1.8130 -1.5967 -1.9659 0.396 1.637 0.721 0.917
V 3.2871 -2.0354 0.9385 -0.149 2.848 -2.615 0.628
O -0.1944 -1.3050 -2.6102 0.362 -0.160 0.362 -0.592
O -6.0088 -1.5977 6.0064 0.462 0.226 0.320 -0.596
O 2.4038 -0.0730 -3.2312 0.277 -0.418 -0.092 -0.464
O 1.5749 -0.9601 0.1295 1.329 -1.748 -0.545 0.485
O 4.2542 -0.1399 1.1533 -0.057 -1.275 0.445 -0.163
O 2.4275 4.2625 0.1089 0.177 -0.088 -0.197 -0.606
O 1.1675 4.1833 -1.7388 0.063 -0.470 0.050 -0.381
O 3.7999 -1.8831 -1.1841 -1.831 -0.892 1.433 -0.168
O -5.0159 -1.4727 -1.8400 0.582 -0.237 -0.098 -0.744
N 5.8946 1.0952 2.0524 0.498 -0.288 -0.589 -0.205
N 3.0583 1.9469 -2.5115 -0.078 0.672 0.073 -0.023
N -2.2603 -2.0772 -2.1444 -0.312 -0.262 0.507 0.107
N -4.9469 0.0233 -0.1388 -0.015 0.142 -0.240 -0.125
N -4.9827 -2.6619 4.2999 0.255 0.018 -0.523 -0.141
C -1.4402 -1.2410 -2.7394 0.085 0.336 -0.147 0.605
C 2.6174 1.1421 -3.4607 -0.648 -0.655 0.116 0.451
C 0.4986 -0.3123 0.7517 -0.008 0.008 0.234 1.441
C -0.0010 4.2615 0.3161 0.951 -0.056 -0.427 -0.533
C 4.6171 0.8353 1.8545 -0.234 0.187 0.278 0.510
C 3.4893 1.5175 -1.1997 -0.583 -0.311 0.524 -0.857
C -1.8002 -3.0205 -1.1557 1.105 -1.084 -0.820 -0.923
C 6.0036 -2.8141 -0.8593 -0.815 -0.386 0.765 -1.285
C 6.9632 0.2375 1.5238 0.183 -0.017 0.891 -0.750
C 2.3515 1.7131 -4.8289 0.492 -0.128 0.901 -1.229
C -5.4487 -0.4671 -1.2965 -0.441 0.224 -0.073 0.617
C 5.1199 -1.8395 -1.6220 1.192 0.273 0.049 -0.223
C -3.7586 -1.8816 4.2642 -0.137 -0.350 0.153 -0.892
C -0.2339 4.0529 -2.0737 0.031 0.613 -0.233 -0.404
C 3.6096 1.7543 2.4708 0.350 0.287 0.188 -0.640
C 0.3872 -0.6867 2.2249 -0.550 -0.573 -0.914 -1.499
C -5.9662 -2.5220 5.2270 -0.780 0.117 -0.262 0.593
C -0.9872 3.8272 -0.7709 -0.299 0.156 0.740 -0.157
C 1.3438 4.2342 -0.4000 -0.294 -0.186 0.391 0.619
C -2.0732 -0.1453 -3.5353 -0.050 0.685 -0.393 -1.149
C -3.8039 -0.5244 0.5544 -0.513 -0.132 1.130 -0.373
C -7.0781 -3.5441 5.1637 -0.358 -0.245 -0.237 -0.936
C -6.6086 0.3023 -1.8878 0.125 0.124 0.121 -1.127
H -3.9032 -0.8013 4.2428 -0.341 -0.049 0.164 0.264
H -1.2229 2.7872 -0.5387 0.044 -0.128 -0.523 -0.140
H -0.4618 -0.1626 2.6630 0.233 0.124 0.329 0.423
H 5.5284 -0.8277 -1.4707 -0.096 -0.013 -0.091 0.105
H -2.8862 -0.4758 -0.0259 -0.026 -0.121 -0.111 -0.184
H -2.3671 0.6887 -2.8888 -0.051 -0.280 0.278 0.178
H -0.5046 5.0049 -2.5298 -0.166 -0.050 -0.023 0.319
H 1.3220 -0.4974 2.7517 -0.068 0.166 0.170 0.173
H -3.2707 -2.0194 -2.2810 0.001 0.402 0.112 0.303
H 0.1390 -1.7537 2.2555 0.162 -0.009 0.300 0.358
H 3.2785 1.5990 -5.3929 -0.091 -0.017 -0.173 0.318
H -1.9366 4.3590 -0.7685 0.074 0.113 0.028 0.446
H -8.0398 -3.0436 5.0506 0.121 0.245 0.136 0.274
H 2.9662 2.1618 1.6931 -0.096 -0.019 0.030 -0.013
H 5.6184 -3.8268 -1.0093 0.374 -0.060 -0.267 0.344
H -3.2404 -2.1586 3.3460 0.188 -0.047 0.105 0.264
H 3.0213 1.2282 3.2217 -0.094 -0.134 -0.142 0.195
H 7.0670 -2.7434 -1.0711 -0.017 -0.066 -0.253 0.376
H -1.3779 0.3129 -4.2362 0.112 -0.385 -0.113 0.355
H 2.7796 2.9174 -2.5821 0.436 0.096 -0.204 0.338
H -5.0546 -3.4198 3.6466 -0.045 -0.102 0.111 0.268
H -6.6126 1.3424 -1.5629 -0.146 -0.051 0.114 0.397
H -5.4714 0.7590 0.3018 0.115 0.074 0.015 0.249
H 3.7575 2.4003 -0.6264 0.259 0.025 -0.161 0.472
H -7.5413 -0.1846 -1.6033 -0.022 0.054 0.020 0.291
H 6.6579 -0.2263 0.5944 0.026 0.043 -0.073 0.110
H 2.6842 1.0237 -0.6419 0.012 -0.026 -0.181 0.119
H 5.9044 -2.6648 0.2345 0.059 0.288 -0.084 0.193
H -6.5459 0.2964 -2.9727 0.068 -0.178 -0.011 0.313
H -7.0214 -4.2447 4.3280 0.286 -0.046 0.112 0.298
H -2.9728 -0.4641 -4.0588 0.031 -0.111 0.017 0.399
H 0.6015 0.7825 0.6890 0.121 -0.056 -0.253 -0.180
H -3.6784 0.0298 1.4875 0.156 0.356 -0.274 0.355
H -7.1309 -4.0967 6.1004 0.129 -0.013 -0.003 0.263
H 5.2416 -2.0593 -2.6881 -0.411 0.031 -0.021 0.371
H -3.1573 -2.1446 5.1363 0.235 0.232 -0.102 0.349
H 4.3006 0.7981 -1.2516 0.087 0.139 -0.167 0.067
H -0.0023 5.2707 0.7345 -0.730 0.004 -0.076 0.347
H -2.5863 -3.7036 -0.8565 -0.271 0.359 0.234 0.357
H -0.3524 3.2766 -2.8269 0.109 -0.145 0.118 0.246
H 4.1098 2.5747 2.9840 -0.113 0.094 -0.067 0.461
H 7.8868 0.8007 1.4204 -0.191 0.261 -0.310 0.361
H -1.0558 -3.6664 -1.6428 -0.037 -0.006 0.121 0.334
H 1.5578 1.1365 -5.2879 -0.110 0.216 -0.196 0.336
H -0.4118 -0.6011 0.2146 -0.170 0.232 0.176 -0.949
H 6.1725 1.9268 2.5470 -0.187 0.038 0.084 0.279
H 7.2046 -0.5156 2.2801 -0.194 -0.208 -0.232 0.312
H -1.2661 -2.5657 -0.3209 -0.408 0.211 0.161 0.174
H 2.1609 2.7791 -4.7194 -0.247 -0.002 -0.350 0.383
H 0.0427 3.5487 1.1355 -0.012 0.157 0.162 0.279
H -4.0040 -1.5251 0.9511 0.140 -0.230 -0.620 0.264
```
Forces are in eV/Å.

Spin multiplicity ... 7
Net charge ... +2
E_tot ... -101922.2263 eV
<S²> ... 12.010

Number 1: strongest force on any atom 0.10898 hartree/bohr. Number 2: strongest force on any atom 0.07524 hartree/bohr.